(1)
Below is the molecule C5H8O, with properties calculated with ωB97M-V/def2-TZVPD.

The calculation puts the HOMO energy at -9.686 eV. The value obtained for the energy above the lowest of the compared OMol25 structures with the same formula, charge and spin is 44.7 kcal per mole. The spin multiplicity is 1. The HOMO-LUMO gap is 10.770 eV. As for the total charge: 0. As for the SMILES: O=CCC1CC1. The total energy comes out at -7360.315 eV.

Last column: natural (NBO) charge in e.
CARTESIAN COORDINATES (ANGSTROEM)
O (-2.33300, 1.01969, 0.93304)  -0.530
C (-1.35493, 1.48425, 0.40299)  0.447
C (0.07043, 1.10757, 0.74174)  -0.503
C (0.07166, -0.08340, -0.21564)  -0.230
C (1.11132, -0.87137, -0.94118)  -0.406
C (0.25686, -1.52439, 0.12353)  -0.402
H (-1.41917, 2.07028, -0.53843)  0.104
H (0.78756, 1.89727, 0.48058)  0.219
H (0.14260, 0.86252, 1.80486)  0.231
H (-0.78509, 0.02824, -0.88352)  0.206
H (0.85434, -1.05068, -1.98133)  0.214
H (2.17358, -0.74980, -0.76068)  0.217
H (-0.55994, -2.18319, -0.15202)  0.217
H (0.75609, -1.80009, 1.04976)  0.216

Forces on the atoms, in the same order (eV/Å):
0.3 0.5 0.1
-0.3 0.2 0.3
-0.1 0.0 0.0
-0.2 -0.1 -0.2
0.2 0.0 -0.2
-0.1 -0.2 0.1
-0.3 0.2 0.1
-0.2 -0.2 0.0
0.1 -0.2 -0.2
0.2 -0.2 -0.1
0.2 -0.1 0.1
-0.1 0.0 0.2
0.3 -0.1 -0.1
-0.1 0.2 -0.1

(2)
Below is a 2-piece molecular cluster, C5H8O overall, with properties calculated with ωB97M-V/def2-TZVPD.

The calculation puts the HOMO energy (spin up / spin down) at -8.667 / -8.666 eV. The value obtained for the energy above the lowest of the compared OMol25 structures with the same formula, charge and spin is 140.2 kcal per mole. The spin multiplicity is 1. The HOMO-LUMO gap (spin up / spin down) is 8.368 / 8.368 eV. As for the total charge: 0. The total energy comes out at -7356.175 eV.

Last column: natural (NBO) charge in e.
CARTESIAN COORDINATES (ANGSTROEM)
C (-1.24716, -0.42568, 2.01983)  -0.356
C (0.08639, -0.01252, -0.06126)  -0.306
C (1.51360, 0.44869, -0.29386)  -0.402
C (1.06898, -0.85511, -0.85439)  -0.402
C (-0.98890, 0.67622, -0.80757)  0.430
O (-2.10370, 0.86893, -0.37940)  -0.524
H (-0.06409, -0.43416, 1.10966)  0.254
H (-1.58933, 0.60806, 2.22486)  0.139
H (-2.12747, -0.92400, 1.56689)  0.141
H (1.68890, 1.27826, -0.97843)  0.221
H (2.14686, 0.44870, 0.58864)  0.233
H (1.39017, -1.77246, -0.36981)  0.233
H (0.93331, -0.93414, -1.93326)  0.222
H (-0.70755, 1.02920, -1.83191)  0.116

Forces on the atoms, in the same order (eV/Å):
0.2 -0.3 0.5
-0.1 -0.1 0.6
0.1 0.1 0.1
0.0 -0.2 0.0
-0.4 0.0 0.3
0.4 0.0 -0.4
-0.6 0.5 -1.1
0.2 -0.1 -0.4
0.4 0.2 -0.2
-0.1 -0.2 0.2
0.0 0.0 -0.2
0.0 0.2 -0.1
-0.1 0.0 0.3
0.0 -0.1 0.3

(3)
Below is the molecule C5H8O, with properties calculated with ωB97M-V/def2-TZVPD.

The calculation puts the HOMO energy at -9.485 eV. The value obtained for the energy above the lowest of the compared OMol25 structures with the same formula, charge and spin is 72.6 kcal per mole. The spin multiplicity is 1. The HOMO-LUMO gap is 10.583 eV. As for the total charge: 0. The total energy comes out at -7359.107 eV.

Last column: natural (NBO) charge in e.
CARTESIAN COORDINATES (ANGSTROEM)
C (-1.66695, 0.32200, 0.19412)  -0.627
C (-0.50322, -0.51641, -0.30876)  -0.225
C (0.79528, -0.05073, -1.00746)  0.073
C (1.24678, 0.70259, 0.24295)  -0.429
C (0.71738, -0.70173, 0.62809)  0.083
O (1.45876, -1.28554, -0.47456)  -0.527
H (-1.34853, 1.19317, 0.77414)  0.206
H (-2.33700, 0.66302, -0.59987)  0.217
H (-2.25807, -0.30938, 0.87100)  0.217
H (-0.84516, -1.43690, -0.79362)  0.214
H (1.02955, 0.12305, -2.05524)  0.196
H (0.66696, 1.53973, 0.63722)  0.196
H (2.32197, 0.90050, 0.26894)  0.217
H (0.72228, -1.14336, 1.62305)  0.189

Forces on the atoms, in the same order (eV/Å):
0.0 0.1 0.0
-0.1 -0.1 0.1
0.1 0.0 -0.5
0.0 0.1 0.1
-0.1 0.0 0.7
0.1 0.3 -0.3
0.0 -0.1 -0.2
0.1 -0.1 0.0
0.1 0.1 -0.2
0.1 0.0 0.4
-0.2 0.3 0.0
0.1 0.0 -0.4
-0.2 -0.3 0.3
0.2 -0.3 -0.1

(4)
Below is the molecule C5H8O, with properties calculated with ωB97M-V/def2-TZVPD.

The calculation puts the HOMO energy (spin up / spin down) at -8.421 / -8.420 eV. The value obtained for the energy above the lowest of the compared OMol25 structures with the same formula, charge and spin is 102.4 kcal per mole. The spin multiplicity is 1. The HOMO-LUMO gap (spin up / spin down) is 8.121 / 8.121 eV. As for the total charge: 0. The total energy comes out at -7357.814 eV.

Last column: natural (NBO) charge in e.
CARTESIAN COORDINATES (ANGSTROEM)
C (-1.66586, 0.27220, -0.50248)  -0.609
C (-0.71946, -0.62594, 0.28781)  0.031
O (-0.35811, -1.69610, -0.56247)  -0.706
C (0.47430, 0.14999, 0.76918)  -0.056
C (1.67258, 0.19525, 0.12450)  -0.396
C (2.31531, 1.41197, 0.44377)  -0.130
H (-1.14806, 0.65658, -1.38728)  0.219
H (-2.53425, -0.30906, -0.82548)  0.225
H (-2.00394, 1.11792, 0.10549)  0.217
H (-1.25302, -1.00265, 1.17733)  0.179
H (0.22637, -2.28292, -0.06469)  0.471
H (1.86412, -0.47484, -0.71820)  0.210
H (0.35001, 0.79100, 1.64003)  0.230
H (2.78000, 1.79656, -0.48751)  0.116

Forces on the atoms, in the same order (eV/Å):
-0.1 0.0 0.0
-0.1 0.3 0.1
0.1 -0.2 0.1
0.0 0.0 0.0
0.0 0.2 0.1
-0.1 -0.3 -0.3
-0.1 -0.1 0.1
0.1 0.1 0.1
0.1 -0.1 -0.1
0.1 0.0 -0.1
-0.1 0.0 -0.2
0.0 0.2 0.1
0.0 -0.1 -0.1
0.0 0.0 0.1

(5)
Below is the molecule C5H8O, with properties calculated with ωB97M-V/def2-TZVPD.

The calculation puts the HOMO energy at -8.862 eV. The value obtained for the energy above the lowest of the compared OMol25 structures with the same formula, charge and spin is 62.5 kcal per mole. The spin multiplicity is 1. The HOMO-LUMO gap is 9.671 eV. As for the total charge: 0. As for the SMILES: C[C@H]1C[C@H]1C=O. The total energy comes out at -7359.543 eV.

Last column: natural (NBO) charge in e.
CARTESIAN COORDINATES (ANGSTROEM)
C (-1.40241, -0.94767, -0.43444)  -0.616
C (-0.49502, 0.29420, -0.53826)  -0.070
C (-0.26248, 1.11656, 0.63548)  -0.429
C (1.10668, 0.72945, 0.16341)  -0.377
C (1.77300, -0.54568, 0.29832)  0.387
O (1.20204, -1.61453, 0.18462)  -0.580
H (-1.51582, -1.33454, 0.58387)  0.220
H (-2.41394, -0.61941, -0.75146)  0.214
H (-1.13421, -1.78483, -1.08071)  0.232
H (-0.49074, 0.71823, -1.52958)  0.213
H (-0.60222, 0.74182, 1.59432)  0.225
H (-0.42227, 2.17417, 0.46814)  0.230
H (1.77903, 1.59479, -0.01027)  0.232
H (2.87836, -0.52255, 0.41656)  0.117

Forces on the atoms, in the same order (eV/Å):
0.4 0.1 0.0
0.1 0.4 -0.1
-0.4 0.2 0.2
-0.3 -0.5 -0.4
-0.2 -0.5 0.1
0.6 -0.3 0.6
0.3 0.2 -0.2
0.5 0.1 0.0
0.2 0.2 0.1
-0.3 0.6 0.1
-0.2 0.0 0.0
0.1 0.1 0.4
-0.7 -0.7 -0.7
-0.2 0.1 0.0

(6)
Below is the molecule C5H8O, with properties calculated with ωB97M-V/def2-TZVPD.

The calculation puts the HOMO energy at -9.816 eV. The value obtained for the energy above the lowest of the compared OMol25 structures with the same formula, charge and spin is 29.3 kcal per mole. The spin multiplicity is 1. The HOMO-LUMO gap is 10.880 eV. As for the total charge: 0. As for the SMILES: C[C@H]1C[C@H]1C=O. The total energy comes out at -7360.983 eV.

Last column: natural (NBO) charge in e.
CARTESIAN COORDINATES (ANGSTROEM)
C (-1.26331, -0.71510, -0.60756)  -0.625
C (-0.38454, 0.52452, -0.60332)  -0.191
C (-0.04162, 1.29584, 0.63659)  -0.408
C (1.00387, 0.42521, -0.00186)  -0.354
C (1.31035, -0.89527, 0.62476)  0.442
O (1.95208, -1.76450, 0.08416)  -0.519
H (-1.57670, -1.00295, 0.40269)  0.210
H (-2.16507, -0.56167, -1.20663)  0.221
H (-0.71656, -1.55929, -1.03899)  0.222
H (-0.43238, 1.11726, -1.51487)  0.221
H (-0.45320, 0.95660, 1.58790)  0.213
H (0.07638, 2.37297, 0.56129)  0.225
H (1.82541, 0.86925, -0.55666)  0.240
H (0.86530, -1.06286, 1.63251)  0.104

Forces on the atoms, in the same order (eV/Å):
0.0 0.1 0.0
-0.1 0.0 -0.1
-0.1 0.1 0.1
0.2 -0.1 0.0
0.1 -0.1 -0.2
-0.1 0.4 0.3
0.1 0.1 -0.1
0.1 0.0 0.1
-0.1 0.1 0.0
0.0 -0.1 0.1
0.1 0.0 -0.2
0.0 -0.2 0.0
-0.1 -0.1 0.1
0.0 0.0 -0.1